Entry 1:
C4H8N2O in the gas phase. Source: the Open Molecules 2025 dataset; level of theory: ωB97M-V/def2-TZVPD.

```
15
Properties=species:S:1:pos:R:3:forces:R:3:lowdin_charge:R:1
C -1.56339 -0.93850 -0.64466 0.101 -0.014 -0.053 -0.131
C -0.55089 -0.63758 -1.70039 -0.582 0.412 -0.128 -0.035
O -0.06300 0.63361 -1.56375 0.128 -0.190 -0.258 -0.058
C 0.52941 0.99505 -0.37465 0.107 0.127 0.330 -0.441
N 0.68193 2.17135 0.05068 -0.207 -0.487 -0.262 0.176
C 1.12624 -0.22333 0.30892 0.081 -0.076 -0.109 -0.223
N 0.61548 -0.37400 1.65497 0.120 0.101 0.225 0.022
H -1.59804 -0.34742 0.28029 0.143 -0.006 -0.177 0.074
H -1.64748 -2.00726 -0.42511 0.085 0.180 -0.157 0.085
H -2.44563 -0.68456 -1.25864 -0.096 -0.043 0.107 0.098
H 0.84799 -1.09150 -0.30803 0.169 -0.026 0.247 0.085
H 0.22661 2.86801 -0.53929 -0.011 -0.141 0.022 0.072
H 2.22107 -0.17126 0.23185 -0.123 0.198 0.164 0.132
H 1.33281 -0.71191 2.28234 -0.080 0.023 0.033 0.073
H 0.28689 0.51930 2.00546 0.163 -0.058 0.016 0.071
```
Positions in Å, forces in eV/Å.

Output
- Lowest unoccupied orbital energy: 0.0085 Eh
- HOMO energy: -8.7 eV

Entry 2:
C13H9FN2S in the gas phase. Source: the Open Molecules 2025 dataset; level of theory: ωB97M-V/def2-TZVPD.

```
26
Properties=species:S:1:pos:R:3:forces:R:3:lowdin_charge:R:1
F 0.61335 -3.00760 -0.91012 0.341 1.412 -0.807 0.035
N -1.81935 -0.65546 0.79498 1.984 -0.792 -2.523 0.134
S -0.86532 1.77635 -0.90551 -0.641 1.051 -0.659 1.049
C -1.34163 -1.09829 -0.35033 -2.363 -0.328 2.120 -0.313
C 0.03548 0.94180 3.49793 -1.825 -1.136 -2.488 -0.079
C 0.16016 2.19702 2.98877 0.371 0.343 -0.807 -0.115
C 2.01630 -0.31801 -2.93512 -0.160 1.779 0.003 -0.066
C 1.82852 -1.51859 -2.28477 3.213 -1.907 -2.087 -0.046
C -0.60962 -0.03055 2.74271 0.710 0.939 -0.340 0.004
C -0.17975 2.47968 1.70480 -0.612 -1.672 -2.159 -0.074
C 1.14969 0.71633 -2.56129 -0.540 -1.233 1.673 -0.048
C 0.80935 -1.72586 -1.44854 -0.687 -2.417 1.940 -0.213
C -0.96917 0.26077 1.40049 -0.557 -0.457 1.199 -0.317
C -0.65459 1.46639 0.78272 0.712 1.407 3.400 -0.454
C 0.16899 0.51719 -1.49996 1.674 0.460 -2.361 -0.444
C -0.02950 -0.74360 -0.99941 -1.605 -0.684 -0.249 -0.129
N -2.20307 -1.96839 -0.98642 2.837 1.169 -1.320 0.161
H 0.20280 0.75474 4.47265 1.078 -0.684 3.155 0.068
H 0.69126 2.96082 3.46818 0.291 1.019 1.229 0.092
H 2.88371 -0.12097 -3.65183 -1.530 -0.477 1.062 0.140
H 2.57322 -2.31841 -2.55314 -1.161 0.534 0.630 0.144
H -0.76511 -1.02322 3.15875 -0.310 0.212 -0.249 0.113
H -0.09658 3.48298 1.39996 0.343 1.033 -0.766 0.087
H 1.25982 1.65046 -3.02613 -0.046 1.291 -0.280 0.082
H -2.98449 -2.25716 -0.47870 -1.143 -0.554 0.616 0.085
H -1.87446 -2.41841 -1.82068 -0.374 -0.306 0.066 0.102
```
Positions in Å, forces in eV/Å.

Output
- Lowest unoccupied orbital energy: 0.0192 Eh
- HOMO energy: -8.2 eV

Entry 3:
3 unconnected molecules or ions with the total composition C4H13NO2. Source: the Open Molecules 2025 dataset; level of theory: ωB97M-V/def2-TZVPD.

```
20
Properties=species:S:1:pos:R:3:forces:R:3:lowdin_charge:R:1
C -0.72394 -1.14508 1.86853 -0.223 -1.055 0.372 -0.069
C -0.04432 -1.08548 0.50969 0.918 0.584 1.711 -0.257
N 0.95742 -0.04194 0.47275 -2.219 -0.324 -3.509 0.083
C 1.13237 0.44047 -0.90334 0.944 0.260 1.754 -0.212
C -0.06045 1.30925 -1.39774 -1.390 -0.982 1.112 -0.062
H -1.79848 -1.23078 1.68871 0.003 0.374 0.176 0.084
H -0.49256 -0.28526 2.49188 -0.222 0.018 -0.081 0.061
H -0.80085 -0.93255 -0.29106 0.453 -0.484 -0.542 0.113
H 0.57888 0.82978 1.01444 0.060 2.237 2.395 0.068
H 2.01100 1.07150 -0.91584 0.365 0.022 0.080 0.111
H 1.26469 -0.50702 -1.46895 -0.566 -0.219 -1.000 0.104
H -0.42645 1.11660 -2.39981 0.661 0.213 -0.240 0.076
H -0.91344 1.03519 -0.76470 -0.006 -0.170 -0.202 0.064
H 0.04808 2.34282 -1.06986 0.628 0.073 -0.554 0.079
H -0.03520 2.70627 1.97539 0.725 -0.062 -0.215 -0.017
H -0.49117 -2.07135 2.42004 0.216 0.353 -0.185 0.078
O -0.32254 1.86526 1.60481 -0.183 -1.377 -0.637 -0.227
H 0.49416 -2.04597 0.31775 -0.357 0.483 -0.678 0.163
H -0.24077 -1.84359 -3.03357 0.031 0.035 0.231 -0.016
O -0.13641 -1.52813 -2.11912 0.161 0.021 0.012 -0.222
```
Positions in Å, forces in eV/Å.

Output
- Lowest unoccupied orbital energy: -0.1617 Eh
- HOMO energy: -9.1 eV

Entry 4:
A molecular structure, C6H28O8. Source: the Open Molecules 2025 dataset; level of theory: ωB97M-V/def2-TZVPD.

```
42
Properties=species:S:1:pos:R:3:forces:R:3:lowdin_charge:R:1
O -0.70591 1.54322 -2.50449 -7.167 1.004 -3.689 -0.097
H -1.02078 1.30835 -1.63161 0.285 1.065 -1.676 -0.046
H 0.24244 1.62488 -2.40359 -1.801 1.074 -1.442 -0.229
O -1.48374 2.43793 0.93586 -5.705 6.052 6.692 -0.048
H -0.96066 1.96223 0.29061 -1.733 1.479 0.836 -0.337
H -2.39024 2.22592 0.71329 -0.272 0.463 0.299 0.033
O 1.65328 1.00294 0.03682 9.403 -4.186 2.342 0.051
H 2.52780 0.62569 -0.05876 0.483 -0.338 -0.411 0.176
H 1.51257 1.04606 0.98263 0.448 0.865 1.515 -0.016
O -0.41560 1.32570 -0.25185 5.022 -5.246 -5.226 0.035
H -0.69925 0.41840 -0.36397 0.038 0.531 0.986 0.029
H 0.51304 1.26102 -0.02893 -2.726 0.398 -0.449 -0.083
O 0.98777 1.96927 1.79601 0.173 4.114 3.692 -0.008
H 0.37461 2.61092 1.43747 -1.287 0.576 -0.022 0.095
H 1.68957 2.49577 2.17876 0.307 0.299 0.387 0.130
O 1.22816 1.37290 -1.97234 8.766 0.192 -2.955 0.059
H 1.37969 1.32370 -1.02850 0.124 1.182 -1.664 -0.135
H 1.96615 0.90144 -2.35878 0.363 0.099 -0.645 0.127
C 0.72391 -0.45105 2.33045 -1.015 -0.308 -0.416 -0.035
C 0.51994 -1.75603 1.62596 1.812 -1.163 -0.222 -0.425
C 1.56626 -2.06007 0.47800 0.415 0.298 2.683 -0.049
O 0.69198 -2.82242 2.54722 -0.569 -0.741 0.558 -0.054
H 0.63619 0.40308 1.65899 -1.031 -2.575 1.489 0.025
H 1.68673 -0.44168 2.84133 0.305 0.062 -0.089 0.105
H -0.03750 -0.28288 3.09207 -0.057 -0.084 0.022 0.114
H -0.47378 -1.92258 1.21016 0.251 0.361 0.336 0.128
H 1.41048 -1.33571 -0.32146 3.247 -0.894 1.436 0.017
H 1.32466 -3.11205 0.32613 0.344 0.148 -1.084 0.109
H 2.58784 -1.98072 0.84972 0.163 -0.099 0.376 0.089
H 1.54948 -2.76549 2.97507 0.111 0.157 -0.038 0.084
C -2.62076 -0.29877 -1.90136 -0.481 -0.098 0.279 -0.020
C -1.61339 -0.96223 -0.96388 -0.088 -2.563 -1.513 -0.425
C -0.12703 -1.02481 -1.45859 -1.906 -1.074 -0.842 -0.023
O -1.66594 -0.48613 0.34240 -1.793 0.581 1.998 -0.070
H -3.67545 -0.43258 -1.66089 -0.092 -0.522 0.805 0.081
H -2.57086 -0.74519 -2.89450 0.517 0.523 -0.127 0.099
H -2.49316 0.78348 -1.87805 -0.178 -0.356 -0.722 0.076
H -1.89687 -1.97958 -0.69418 0.003 -0.807 -1.619 0.142
H -0.18860 -1.74896 -2.27094 0.265 0.019 -0.227 0.120
H 0.50827 -1.46933 -0.69250 -3.879 0.081 -2.185 -0.023
H 0.36933 -0.12331 -1.81781 -0.956 -0.888 -0.102 0.067
H -2.61045 -0.44114 0.50814 -0.113 0.321 0.638 0.134
```
Positions in Å, forces in eV/Å.

Output
- Lowest unoccupied orbital energy: -0.0095 Eh
- HOMO energy: -8.5 eV

Entry 5:
A molecular structure, C7H3IrNO4S. Source: the Open Molecules 2025 dataset; level of theory: ωB97M-V/def2-TZVPD.

```
17
Properties=species:S:1:pos:R:3:forces:R:3:lowdin_charge:R:1
Ir 0.00000 0.00000 0.00000 -0.487 -0.465 -1.496 1.631
O -0.51300 2.91510 0.00060 0.392 -2.284 -0.568 0.309
C -0.31340 1.78090 0.00030 -1.834 8.306 0.578 -0.271
C 1.69900 -0.61890 -0.00100 7.674 -3.091 0.822 -0.282
O 2.78110 -1.01310 -0.00160 -2.067 0.684 -0.618 0.304
C -1.38510 -1.16240 0.00070 -6.623 -5.634 0.882 -0.248
O -2.26720 -1.90270 0.00150 2.281 1.930 -0.269 0.318
C -0.00060 0.00040 -1.81090 -0.223 -0.216 -9.483 -0.241
O -0.00070 0.00070 -2.95920 -0.040 -0.039 3.998 0.339
S 0.46940 0.73780 4.42430 0.504 0.595 2.827 1.349
C 1.76970 1.47330 3.65060 -1.004 -0.445 1.563 -0.123
C 1.63770 1.25340 2.28620 -0.882 -0.790 -1.761 -0.054
N 0.53790 0.52450 1.93480 0.891 0.617 4.271 -0.250
C -0.21200 0.16510 2.99930 1.465 0.832 -1.010 -0.237
H 2.56820 2.02320 4.13010 0.084 0.094 0.349 0.151
H 2.34560 1.62630 1.55830 0.037 0.007 -0.231 0.170
H -1.12510 -0.40950 2.92400 -0.169 -0.101 0.145 0.135
```
Positions in Å, forces in eV/Å.

Output
- Lowest unoccupied orbital energy (spin up / spin down): -0.4912 / -0.6323 Eh
- Total charge: +3
- Multiplicity: 5
- <S²>: 6.033
- HOMO energy (spin up / spin down): -19.0 / -24.5 eV

Entry 6:
2 unconnected molecules or ions with the total composition C4H12O. Source: the Open Molecules 2025 dataset; level of theory: ωB97M-V/def2-TZVPD.

```
17
Properties=species:S:1:pos:R:3:forces:R:3:lowdin_charge:R:1
C -0.00336 1.10370 2.22520 -0.023 -0.373 -0.210 -0.165
O -1.13788 0.66687 2.93093 -1.005 -0.187 0.789 -0.128
H -1.04970 -0.12439 3.47831 0.534 0.339 -0.444 0.080
H 0.91945 0.60099 2.52988 -0.065 0.017 -0.067 0.083
H -0.20980 0.90490 1.16528 0.429 0.285 0.173 0.053
H 0.10400 2.17398 2.40540 0.089 -0.009 -0.142 0.078
C 0.08883 -0.53141 -1.27154 0.258 -0.425 0.014 -0.315
C 0.80181 -1.84788 -1.72161 -0.892 0.855 -0.281 -0.107
C 0.11861 0.63582 -2.28727 0.275 -2.125 -0.071 -0.111
H -0.91498 -0.86793 -1.00639 -0.179 0.657 0.026 0.094
H 0.57225 -0.17724 -0.36791 -0.079 -0.024 0.263 0.059
H 1.63725 -2.10595 -1.07909 0.201 -0.037 -0.217 0.061
H 1.07150 -1.75534 -2.77541 0.433 -0.172 0.112 0.062
H -0.54128 1.43853 -1.98485 0.279 0.369 -0.090 0.064
H 1.17563 0.85764 -2.43060 -0.087 0.808 0.178 0.071
H 0.05158 -2.63546 -1.67235 0.249 -0.279 0.031 0.059
H -0.17135 0.22033 -3.25553 -0.419 0.301 -0.065 0.063
```
Positions in Å, forces in eV/Å.

Output
- Lowest unoccupied orbital energy: 0.0342 Eh
- HOMO energy: -10.2 eV

Entry 7:
A molecular structure, C28H22BBrCl5N6O3Sc. Source: the Open Molecules 2025 dataset; level of theory: ωB97M-V/def2-TZVPD.

```
67
Properties=species:S:1:pos:R:3:forces:R:3:lowdin_charge:R:1
Sc 0.61120 -0.12526 -0.32901 0.509 -0.594 0.870 0.913
O -3.87717 -1.57913 -3.15315 -0.014 -0.155 -0.059 0.060
C -3.17172 -0.74218 -3.96515 -0.005 0.133 -0.035 -0.272
C -3.69544 -0.47918 -5.22445 -0.046 -0.024 0.040 -0.016
C -3.03545 0.38696 -6.07864 0.014 0.006 -0.011 -0.085
C -1.85100 0.99831 -5.68842 0.007 0.007 -0.002 -0.086
C -1.32174 0.71943 -4.43871 -0.007 -0.053 -0.013 -0.018
C -1.96790 -0.15321 -3.57351 0.064 0.044 0.075 -0.105
C -1.34645 -0.50459 -2.24074 -0.397 -0.062 0.064 -0.404
O -0.12505 0.08114 -2.01526 -0.695 0.203 -1.442 -0.263
N -2.31239 -0.13228 -1.17956 -0.369 -0.179 -0.374 0.001
N -1.82324 -0.25831 0.09122 0.133 0.102 0.226 -0.014
C -2.46296 0.32152 1.03444 -0.103 -0.102 -0.130 -0.165
C -2.21230 0.15446 2.45940 0.309 0.017 0.110 -0.592
Br -0.64648 -0.77105 3.02269 -0.321 -0.014 0.014 0.878
C -3.03182 0.62126 3.40912 0.049 0.069 -0.090 -0.090
C -4.34388 1.24997 3.18836 -0.149 0.011 -0.048 -0.228
C -4.70298 2.37156 3.93724 0.063 -0.004 -0.003 -0.033
C -5.93332 2.97901 3.75258 -0.023 0.015 -0.007 -0.076
C -6.83535 2.46327 2.83204 0.006 -0.004 -0.009 -0.081
C -6.50480 1.32875 2.10535 -0.017 0.013 0.009 -0.072
C -5.27108 0.72375 2.28498 0.027 -0.010 0.071 -0.052
H -3.51265 -1.54850 -2.25866 0.019 0.089 0.051 0.080
H -4.62187 -0.96061 -5.50884 -0.003 0.017 -0.007 0.117
H -3.45231 0.58697 -7.05736 0.000 0.001 -0.002 0.103
H -1.33835 1.67620 -6.35723 0.000 -0.001 -0.001 0.100
H -0.38411 1.15059 -4.11416 -0.001 0.012 -0.016 0.115
H -1.26195 -1.60187 -2.17412 0.079 0.029 -0.017 0.152
H -2.86053 0.70345 -1.36827 0.164 0.119 0.059 0.147
H -3.30570 0.96934 0.79149 -0.020 -0.075 0.004 0.131
H -2.70414 0.54043 4.43905 -0.021 -0.041 0.008 0.109
H -4.00311 2.77567 4.65876 0.002 -0.002 0.000 0.117
H -6.19276 3.85622 4.33048 0.011 -0.001 0.005 0.106
H -7.79817 2.93650 2.69210 -0.001 -0.003 0.002 0.104
H -7.21432 0.90480 1.40692 0.004 0.000 -0.004 0.107
H -5.03347 -0.18632 1.74815 -0.028 -0.002 0.003 0.117
B 2.61689 -2.37433 -1.43937 -0.051 0.076 0.047 -0.385
N 3.32508 -1.22120 -0.66560 0.236 -0.122 -0.190 -0.076
C 4.56080 -1.19464 -0.16222 0.017 0.128 0.050 -0.064
C 4.84493 0.09476 0.25925 0.002 -0.006 0.004 -0.041
C 3.68919 0.81071 -0.02502 0.038 -0.009 -0.010 -0.126
N 2.77614 0.01678 -0.59211 0.365 -0.181 0.060 -0.034
N 1.52420 -3.01097 -0.52073 0.023 -0.130 -0.050 -0.072
C 1.32623 -4.29901 -0.25218 -0.066 -0.011 0.081 -0.068
C 0.11609 -4.43784 0.41430 -0.025 0.020 -0.010 -0.043
C -0.37359 -3.14403 0.50780 0.001 -0.046 0.001 -0.169
N 0.48045 -2.28034 -0.05858 0.171 -0.549 0.033 -0.045
H 3.41998 -3.22309 -1.70967 0.014 -0.027 0.007 0.077
H 2.05932 -1.88122 -2.38770 0.012 -0.014 -0.019 0.077
H 5.16620 -2.08463 -0.13573 -0.031 -0.028 -0.075 0.126
H 5.75367 0.45469 0.70772 -0.006 0.016 -0.006 0.099
H 3.47757 1.85329 0.15252 -0.047 -0.009 0.016 0.117
H 2.04670 -5.03977 -0.55454 0.032 0.038 -0.031 0.125
H -0.34019 -5.34158 0.77675 0.006 -0.006 -0.010 0.096
H -1.28836 -2.79708 0.95567 0.017 0.048 -0.003 0.079
Cl 1.75221 6.66540 2.56180 -0.001 0.013 0.000 0.678
C 1.50095 5.01432 2.14859 0.011 -0.006 0.022 -0.713
C 0.71551 4.68000 1.04715 0.009 -0.001 0.029 -0.701
Cl -0.00243 5.90481 0.08003 -0.011 0.020 -0.013 0.701
C 0.51704 3.34716 0.73163 0.034 -0.193 -0.008 -0.574
Cl -0.38326 2.84434 -0.65447 -0.047 0.302 -0.034 0.794
C 1.07648 2.30195 1.48700 -0.125 0.271 0.115 -0.469
O 0.85060 1.05959 1.16865 0.233 0.923 0.678 -0.309
C 1.87724 2.66388 2.58141 -0.038 -0.095 -0.012 -0.609
Cl 2.59867 1.39487 3.49314 0.002 0.001 0.011 0.727
C 2.08442 3.99924 2.90809 -0.045 0.010 -0.051 -0.698
Cl 3.06393 4.40099 4.26071 0.026 0.009 0.029 0.695
```
Positions in Å, forces in eV/Å.

Output
- Lowest unoccupied orbital energy: -0.0255 Eh
- HOMO energy: -8.5 eV

Entry 8:
CF3NO2 in the gas phase. Source: the Open Molecules 2025 dataset; level of theory: ωB97M-V/def2-TZVPD.

```
7
Properties=species:S:1:pos:R:3:forces:R:3:lowdin_charge:R:1
C -0.59642 0.16217 -0.10740 0.466 4.541 -2.420 -0.474
N 0.91563 -0.37080 0.24548 -3.106 2.002 -0.241 -0.329
O 1.19077 -1.39029 -0.25602 0.607 -2.196 -0.981 0.158
O 1.53202 0.34976 0.94497 1.000 0.788 0.988 0.153
F -0.71301 1.55937 0.15365 0.692 -2.929 0.926 0.084
F -1.52011 -0.50117 0.45658 -0.477 -0.870 1.153 0.256
F -0.80887 0.19097 -1.43727 0.818 -1.335 0.574 0.152
```
Positions in Å, forces in eV/Å.

Output
- Lowest unoccupied orbital energy: -0.0116 Eh
- HOMO energy: -12.3 eV

Q: Which largest force on an atom values were calculated for the entries above? A: 0.72, 4.28, 4.16, 10.68, 9.49, 2.14, 1.61, 5.17, in eV/A.
Q: Which relative energy (zero: lowest compared OMol25 entry of this formula, charge and spin) values were calculated for the entries above? A: 470.7, 102.3, 811.5, 1671.3, 356.1, 94.5, 38.2, 44.8, in kJ/mol.